Record 1
{"formula": "C21H48N2O2P2SW", "method": "ωB97M-V/def2-TZVPD", "species": ["W", "C", "O", "C", "O", "P", "C", "H", "C", "H", "C", "H", "C", "P", "H", "H", "C", "H", "C", "H", "H", "H", "C", "H", "H", "H", "C", "H", "H", "H", "C", "H", "H", "H", "C", "H", "H", "H", "C", "H", "H", "H", "C", "H", "H", "H", "C", "H", "C", "H", "H", "C", "H", "H", "H", "C", "H", "H", "H", "C", "H", "H", "H", "C", "H", "H", "H", "H", "H", "N", "C", "N", "S", "H", "H", "H", "H"], "positions_angstrom": [[-0.05484, -0.06196, -0.20444], [-0.46781, -1.98494, -0.55033], [-0.81422, -3.10361, -0.72219], [1.17675, 1.44017, 0.25401], [1.87902, 2.34585, 0.55902], [1.13408, -1.11413, 1.83032], [2.75217, -1.93593, 1.38360], [3.18162, -2.23019, 2.35514], [1.71637, 0.08737, 3.14297], [2.20144, 0.86437, 2.52894], [0.22347, -2.50885, 2.67821], [-0.01935, -3.15512, 1.81510], [-2.47970, 0.08707, -3.00083], [-0.90197, 0.73714, -2.30576], [0.57797, 0.63680, -4.17719], [-2.33788, -1.00547, -2.95870], [-0.71461, 2.52373, -2.80354], [-1.07573, 2.51313, -3.84307], [0.55099, 0.74504, 3.87548], [0.93797, 1.58743, 4.46994], [0.05406, 0.05902, 4.57510], [-0.19316, 1.15001, 3.17796], [2.74759, -0.45555, 4.14362], [2.31039, -1.21952, 4.79994], [3.07027, 0.38846, 4.77197], [3.64230, -0.86012, 3.65584], [1.06465, -3.31130, 3.68739], [2.04862, -3.60493, 3.30368], [0.51156, -4.23517, 3.92004], [1.19348, -2.75741, 4.62825], [-1.09836, -2.08845, 3.32428], [-1.63898, -2.99948, 3.62585], [-1.74924, -1.52613, 2.64237], [-0.94538, -1.49077, 4.23131], [2.52596, -3.21360, 0.57381], [1.97724, -3.97879, 1.13540], [3.50075, -3.62001, 0.26941], [1.93883, -3.03894, -0.33469], [3.71803, -0.93823, 0.73564], [3.40929, -0.63314, -0.27411], [4.70747, -1.41235, 0.64384], [3.82671, -0.01784, 1.32834], [-2.66163, 0.52543, -4.46276], [-1.78272, 0.32927, -5.09018], [-2.90822, 1.59523, -4.52941], [-3.50057, -0.03889, -4.89510], [-3.71229, 0.41941, -2.15789], [-3.91306, 1.49913, -2.13643], [1.64897, -0.02324, -2.39371], [-3.63571, 0.05657, -1.12428], [-4.58939, -0.06549, -2.61286], [0.09774, -1.45210, -3.82755], [1.44775, -0.69257, -1.48899], [2.48166, -0.46619, -2.95543], [2.00598, 0.95651, -2.04943], [0.42820, -0.03562, -3.31327], [1.00151, -1.92087, -4.23937], [-0.66602, -1.41391, -4.61315], [-0.26190, -2.11472, -3.02871], [0.72142, 3.05468, -2.79454], [1.16193, 3.00944, -1.78741], [0.69452, 4.10968, -3.10397], [1.37549, 2.53113, -3.50018], [-1.61738, 3.42600, -1.96787], [-1.41071, 3.31823, -0.89192], [-2.68202, 3.23593, -2.15314], [-1.42985, 4.47433, -2.24247], [2.19143, -2.43028, -2.12643], [2.65653, -2.03552, -1.70535], [-2.33795, 2.40244, 2.83340], [-2.54521, 2.03265, 1.56821], [-3.21755, 2.85570, 0.75702], [-2.05541, 0.44384, 1.01373], [-2.74901, 3.26099, 3.17785], [-1.94597, 1.74959, 3.49547], [-3.50119, 2.55581, -0.16276], [-3.65197, 3.69604, 1.10964]], "e_homo_ev": [-21.913, -21.865], "e_tot_ha": -2235.23643, "multiplicity": 3, "gap_ev": [5.5, 5.2], "e_lumo_ha": [-0.6038, -0.6135], "charge": 4}


Record 2
{"formula": "C21H49BBeBrClLiN3NbO7Si", "method": "ωB97M-V/def2-TZVPD", "species": ["C", "Si", "C", "C", "Nb", "B", "O", "O", "H", "H", "H", "H", "H", "H", "H", "H", "H", "H", "H", "H", "H", "H", "H", "O", "H", "H", "N", "C", "C", "C", "C", "H", "H", "H", "H", "H", "Li", "C", "C", "C", "O", "C", "N", "H", "H", "H", "H", "H", "H", "H", "H", "H", "H", "H", "C", "C", "C", "O", "C", "C", "C", "O", "H", "H", "H", "H", "C", "C", "C", "O", "C", "H", "H", "H", "H", "H", "H", "H", "H", "Be", "Br", "Cl", "N", "H", "H", "H", "H"], "positions_angstrom": [[-2.71963, -2.32521, 0.95525], [-3.86878, -0.93219, 0.38989], [-3.18468, -0.57915, -1.27001], [-3.64753, 0.44038, 1.65328], [-6.28976, -1.79381, 0.05382], [-7.21201, 0.40636, -0.16700], [-8.46359, 0.37758, -0.61918], [-6.59513, 1.61957, 0.13016], [-2.82407, -3.04276, 0.15186], [-1.69538, -1.95447, 0.97420], [-3.02782, -2.74313, 1.89327], [-3.68443, 0.29760, -1.70214], [-3.32271, -1.48867, -1.84377], [-2.12992, -0.40325, -1.23853], [-2.89623, 1.15864, 1.35328], [-3.28418, -0.01933, 2.56008], [-4.55989, 0.94512, 1.90640], [-5.84453, -1.58644, -1.92749], [-5.57735, -3.49214, -0.09789], [-6.44617, -1.84814, 1.84756], [-7.90345, -2.51489, -0.43652], [-9.08330, 0.79372, -0.00633], [-6.77307, 1.92004, 1.02621], [-4.36209, -5.24445, 2.27050], [-3.54383, -5.68631, 2.02759], [-4.52929, -5.54057, 3.17094], [-1.18930, 0.63818, 6.49200], [-0.92293, 1.28740, 5.31985], [-1.12900, 0.39975, 4.29855], [-1.53953, -0.83339, 4.88250], [-1.56743, -0.64875, 6.23709], [-1.11963, 1.04626, 7.40513], [-0.61377, 2.31755, 5.31284], [-1.00510, 0.60944, 3.24828], [-1.78876, -1.74684, 4.36824], [-1.82495, -1.31999, 7.03653], [-1.67525, -3.32173, -1.01206], [2.35582, 3.13335, -0.15882], [2.21390, 2.42112, -1.50524], [0.78327, 1.94396, -1.82347], [0.37077, 0.79840, -1.10415], [-0.00619, 1.05209, 0.22727], [3.19038, 1.32580, -1.55791], [2.39717, 2.42978, 0.67508], [3.28641, 3.70904, -0.13894], [1.53432, 3.82746, 0.01897], [2.47960, 3.14502, -2.28019], [0.74003, 1.64484, -2.86892], [0.05563, 2.75725, -1.69807], [-0.52953, 2.00854, 0.33034], [0.85371, 1.03121, 0.90843], [-0.68420, 0.25037, 0.53922], [3.19284, 0.92180, -2.49555], [2.82563, 0.58053, -0.97192], [2.27160, 0.02103, 2.75297], [1.58401, -1.04718, 2.35695], [1.90540, -1.73342, 1.08143], [1.27974, -2.68087, 0.67069], [3.02480, -1.19712, 0.26570], [3.70113, -0.13170, 0.65913], [3.37621, 0.55970, 1.92519], [3.99858, 1.55257, 2.26168], [2.04864, 0.54521, 3.67410], [0.76068, -1.45161, 2.93388], [3.23644, -1.71262, -0.66272], [4.51063, 0.28060, 0.06902], [5.68341, 0.22997, -5.92835], [5.42878, -1.25566, -5.66467], [5.01392, -1.24277, -4.19851], [4.36877, 0.01262, -3.97068], [4.59347, 0.88329, -5.08776], [5.62831, 0.50657, -6.97830], [6.66937, 0.51150, -5.55345], [4.60400, -1.60761, -6.28536], [6.29098, -1.89105, -5.85406], [5.88666, -1.30712, -3.53754], [4.32771, -2.05135, -3.94593], [3.65822, 0.97121, -5.64828], [4.87260, 1.87248, -4.72291], [-5.04578, -0.42776, -2.17346], [-1.28982, -0.21765, -3.50657], [-9.10214, -2.17427, 1.42824], [5.90297, 3.20371, 0.17820], [6.79299, 2.78756, -0.09556], [6.07292, 4.09165, 0.65134], [5.32830, 3.36282, -0.65514], [5.40139, 2.56477, 0.82027]], "e_homo_ev": -8.777, "e_tot_ha": -4947.71406, "gap_ev": 4.2, "e_lumo_ha": -0.1692, "charge": 1}


Record 3
{"formula": "C21H49BrN7O7", "method": "ωB97M-V/def2-TZVPD", "species": ["Br", "C", "C", "O", "N", "C", "H", "H", "H", "H", "H", "H", "H", "C", "C", "O", "N", "C", "H", "H", "H", "H", "H", "H", "H", "C", "C", "O", "N", "C", "H", "H", "H", "H", "H", "H", "H", "C", "C", "O", "N", "C", "H", "H", "H", "H", "H", "H", "H", "C", "C", "O", "N", "C", "H", "H", "H", "H", "H", "H", "H", "C", "C", "O", "N", "C", "H", "H", "H", "H", "H", "H", "H", "C", "C", "O", "N", "C", "H", "H", "H", "H", "H", "H", "H"], "positions_angstrom": [[-0.27013, 0.40895, -0.29346], [1.10576, -4.15953, 3.73451], [2.56763, -4.05555, 3.34827], [3.41375, -4.77192, 3.92740], [2.99700, -3.27872, 2.32377], [2.11238, -2.35488, 1.58933], [0.46651, -4.15695, 2.85165], [0.87531, -3.28773, 4.34684], [0.96430, -5.05496, 4.33973], [3.99348, -3.28042, 2.15907], [1.64387, -1.55003, 2.15574], [1.37053, -2.91960, 1.02466], [2.80295, -1.80136, 0.95308], [-1.29344, -1.41807, 3.06973], [-1.85772, -2.45163, 2.26538], [-2.29876, -3.47854, 2.79861], [-1.92017, -2.25972, 0.97637], [-2.23288, -3.26105, -0.05791], [-0.59803, -1.73890, 3.84534], [-2.10996, -0.97390, 3.63903], [-0.92331, -0.60551, 2.44454], [-1.37361, -1.47826, 0.64366], [-3.29254, -3.18880, -0.30284], [-2.14914, -4.24521, 0.40307], [-1.53201, -3.13506, -0.88315], [0.53047, 4.12254, 2.61495], [1.16280, 3.06051, 3.44184], [1.25979, 3.17066, 4.66133], [1.55179, 1.92630, 2.88013], [2.22856, 0.83982, 3.58764], [0.53633, 3.83116, 1.56463], [1.01452, 5.08421, 2.78518], [-0.51823, 4.24227, 2.88696], [1.17908, 1.64633, 1.98414], [3.05080, 0.38475, 3.03543], [1.45807, 0.09736, 3.79542], [2.71553, 1.11640, 4.52277], [1.20326, 1.22317, -4.24529], [0.25156, 0.09237, -4.65980], [0.46516, -0.52840, -5.67726], [-0.75562, -0.27091, -3.88444], [-1.85381, -1.21152, -4.20501], [2.18966, 1.09720, -4.69166], [1.22116, 1.21540, -3.15546], [0.79588, 2.18451, -4.55831], [-0.85843, 0.05220, -2.93306], [-1.48080, -2.21473, -4.41127], [-2.46021, -0.70078, -4.95302], [-2.50814, -1.36171, -3.34630], [3.69917, -0.29100, -1.94647], [3.06947, -1.54142, -2.58882], [3.78022, -2.34488, -3.24083], [1.82013, -1.72309, -2.33663], [1.14108, -3.00868, -2.60827], [2.98883, 0.50613, -1.72717], [4.45723, 0.07341, -2.63976], [4.04187, -0.76789, -1.02819], [1.29811, -1.08471, -1.75347], [0.36592, -2.91587, -3.36894], [0.64443, -3.42333, -1.73106], [1.86598, -3.72152, -3.00130], [1.68797, 4.05489, -1.44921], [0.45616, 4.32685, -2.32527], [0.42932, 5.26292, -3.12403], [-0.55156, 3.50647, -2.15329], [-1.88801, 3.53246, -2.81724], [1.81429, 3.01257, -1.15646], [1.62184, 4.67274, -0.55368], [2.59943, 4.33128, -1.97925], [-0.47874, 2.75660, -1.48062], [-1.84323, 2.86353, -3.67667], [-2.14012, 4.52576, -3.18858], [-2.61908, 3.13656, -2.11233], [-2.52931, 2.34148, 2.40687], [-3.67679, 1.64673, 1.69457], [-4.76541, 2.13029, 1.78775], [-3.46839, 0.58006, 0.85453], [-4.63514, -0.06658, 0.15267], [-2.19716, 1.84299, 3.31752], [-2.97311, 3.27214, 2.76044], [-1.72757, 2.55840, 1.70099], [-2.53872, 0.18572, 0.87228], [-4.43683, -1.13262, 0.26368], [-4.60081, 0.23759, -0.89347], [-5.55217, 0.06198, 0.72767]], "e_homo_ev": -7.286, "e_tot_ha": -4313.78560, "gap_ev": 9.6, "e_lumo_ha": 0.0854, "charge": -1}


What did we get for largest force on an atom? Answer: 9.785, 6.889, 4.226 eV/A, in the order shown.